Formula: C42H53FN2O16P
Source: OMol25
Level of theory: ωB97M-V/def2-TZVPD

The total charge is +1. The calculation puts the lowest unoccupied orbital energy at -3.5 eV. Its HOMO energy is -0.414 Ha. The calculation puts the HOMO-LUMO gap at 0.286 Ha.

Element x y z (Å)
C -3.80071 0.35552 -2.76315
C -2.71886 0.54164 -2.30076
C -1.63872 0.76916 -1.38746
C -1.35784 2.06395 -0.97305
C -2.18875 3.21035 -1.48120
C -3.13221 3.79434 -0.40443
F -1.39144 4.18935 -2.03801
C -0.29809 2.25930 -0.07430
C 0.09206 3.65145 0.32058
O 1.01516 4.09234 -0.68950
C 2.04352 4.85400 -0.15333
O 3.09253 3.95995 0.11690
C 4.27407 4.58181 0.60369
C 4.18179 4.75187 2.11813
O 4.15547 3.49886 2.76363
C 0.41669 1.16274 0.42226
N 1.50762 1.36356 1.29012
C 1.25840 1.23859 2.73641
C 0.46848 2.38102 3.39530
C 1.40321 3.51640 3.82557
C 2.10721 3.19975 5.15948
C 0.08390 -0.11789 -0.03543
O 0.78291 -1.21506 0.28337
C 0.59755 -1.82598 1.58467
C 1.96503 -2.11356 2.21708
C 2.98531 -2.53734 1.17365
C 2.61275 -3.82935 0.42664
N -0.91193 -0.29991 -0.94184
P -1.32751 -1.90763 -1.69685
C 0.21929 -2.34160 -2.59477
C -1.49381 -3.20429 -0.41569
C -2.17761 -4.42033 -1.05574
H -4.77253 0.17522 -3.15468
H -2.83520 2.87334 -2.28070
H -3.05338 4.87348 -0.46612
H -4.12793 3.46627 -0.65879
H -2.83617 3.40041 0.56218
H -0.74045 4.34533 0.37851
H 0.62766 3.68538 1.25933
H 2.35854 5.58302 -0.90539
H 1.73634 5.41217 0.73861
H 5.07792 3.88305 0.39738
H 4.46260 5.54330 0.12247
H 5.03769 5.32928 2.47874
H 3.28449 5.31064 2.36854
H 5.02436 3.08998 2.69334
H 1.96752 2.24784 1.10909
H 2.23961 1.22624 3.20687
H 0.78802 0.30818 3.00798
H -0.37669 2.72972 2.80470
H 0.04134 1.97041 4.30885
H 0.85399 4.44195 3.97525
H 2.19129 3.64381 3.08733
H 3.15195 2.93345 5.02108
H 2.07592 4.04006 5.84631
H 1.63521 2.36469 5.67260
H 0.12408 -2.79185 1.48148
H -0.05678 -1.23752 2.22064
H 1.79315 -2.92749 2.92104
H 2.34540 -1.26796 2.77903
H 3.90635 -2.73588 1.72041
H 3.22988 -1.72936 0.49580
H 1.92580 -4.45132 0.99188
H 3.51737 -4.40743 0.26061
H 2.21612 -3.58618 -0.55687
H 0.00124 -2.17734 -3.64481
H 0.44681 -3.39618 -2.47330
H 1.05032 -1.69988 -2.31870
H -0.49533 -3.53751 -0.14014
H -1.99567 -2.87169 0.48764
H -3.21196 -4.23311 -1.31389
H -1.58388 -4.71115 -1.92053
H -2.07366 -5.23603 -0.34901
C -7.62632 4.61500 -2.54617
C -6.98932 3.44537 -2.44470
C -7.71912 2.15177 -2.22988
O -7.04931 1.13193 -2.17108
C -9.16042 2.18490 -2.10367
C -9.80988 3.35583 -2.20025
C -9.07992 4.65102 -2.44166
O -9.73577 5.66706 -2.53499
O -11.12417 3.45810 -2.09353
O -5.66464 3.31779 -2.52606
H -7.10808 5.55034 -2.70417
H -9.67389 1.24933 -1.93375
H -11.33795 4.40503 -2.20381
H -5.49269 2.36241 -2.41805
C 8.23976 2.45670 0.32982
C 9.02919 1.78357 -0.52241
C 9.23401 0.29578 -0.40614
O 9.94723 -0.24362 -1.22658
C 8.57036 -0.40751 0.68015
C 7.78750 0.26846 1.52974
C 7.56511 1.74844 1.39415
O 6.81973 2.28854 2.19884
O 7.15406 -0.31303 2.54400
O 9.67562 2.36757 -1.51524
H 8.08452 3.52379 0.25491
H 8.73600 -1.47195 0.76593
H 6.66068 0.39321 3.00028
H 10.16891 1.66051 -1.97640
C -3.54621 -9.07384 -0.42244
C -4.45883 -9.74179 -1.14428
C -4.38174 -9.81750 -2.64597
O -5.23572 -10.45492 -3.22738
C -3.29378 -9.12114 -3.31645
C -2.38731 -8.45512 -2.59219
C -2.45253 -8.39994 -1.09220
O -1.57798 -7.77975 -0.50941
O -1.36627 -7.79631 -3.13537
O -5.48288 -10.37749 -0.59790
H -3.59082 -9.01428 0.65573
H -3.25470 -9.16865 -4.39549
H -0.86595 -7.42088 -2.38672
H -5.98328 -10.77714 -1.33599


Formula: CH8N2P
Source: OMol25
Level of theory: ωB97M-V/def2-TZVPD

The total charge is +1. The calculation puts the lowest unoccupied orbital energy at -3.6 eV. Its HOMO energy is -0.538 Ha. Its structure (SMILES) is N[C@@H]([NH3+])P. The energy above the lowest of the compared OMol25 structures with the same formula, charge and spin is 32.1 kcal/mol. The calculation puts the HOMO-LUMO gap at 0.406 Ha.

Element x y z (Å)
N -0.73432 1.26446 -0.42928
C -0.00507 0.36066 0.33040
N -0.76102 -1.18689 -0.08295
P 1.78517 0.08678 -0.29148
H -0.48950 1.40834 -1.36129
H -1.24431 2.10855 0.10311
H -0.05659 0.40352 1.38120
H -1.74245 -1.35277 -0.11310
H -0.62385 -1.24263 -1.11583
H -0.20715 -1.92851 0.39832
H 2.16651 1.05852 0.59677
H 1.91257 -0.98006 0.58411


Formula: C3H10OSSi
Source: OMol25
Level of theory: ωB97M-V/def2-TZVPD

The calculation puts the lowest unoccupied orbital energy (alpha / beta) at 0.3 / 0.2 eV. Its HOMO energy (alpha / beta) is -0.239 / -0.264 Ha. The energy above the lowest of the compared OMol25 structures with the same formula, charge and spin is 72.1 kcal/mol. The calculation puts the HOMO-LUMO gap (alpha / beta) at 0.252 / 0.272 Ha.

Element x y z (Å)
C 1.62168 -0.88199 1.06342
C 1.23084 0.40032 -1.87143
C -2.49314 -0.61900 0.01476
O 0.66471 1.67319 0.74867
Si 0.64037 0.23725 -0.08114
S -3.18340 0.17254 1.39227
H 1.54472 -0.54217 2.04236
H 1.41726 -2.01387 0.96589
H 2.61532 -0.64496 0.74078
H 0.72511 -0.17702 -2.63492
H 1.13405 1.50296 -2.12932
H 2.34742 0.19608 -1.99143
H -3.13388 -0.45118 -0.81708
H -2.28564 -1.62600 0.13390
H 1.15556 1.73334 1.66328
H -4.00100 1.04049 0.75998


Formula: C17H34N2O2Si
Source: OMol25
Level of theory: ωB97M-V/def2-TZVPD

The calculation puts the lowest unoccupied orbital energy at 0.7 eV. Its HOMO energy is -0.337 Ha. Its structure (SMILES) is CCOCCCCC[SiH2]CC=O.CCCC#N.CCCC#N. The calculation puts the HOMO-LUMO gap at 0.362 Ha.

Element x y z (Å)
C -4.75439 -3.38081 -0.27542
C -4.26762 -4.76806 -0.67469
O -3.18195 -4.71657 -1.58282
C -1.95325 -5.22646 -1.10002
C -1.25040 -4.30940 -0.09952
C -0.39005 -3.22691 -0.74783
C 0.28277 -2.31535 0.28668
C 0.84330 -1.01077 -0.32307
Si 0.13309 0.57439 0.39426
C -0.49806 1.74236 -0.94987
C -1.24305 1.02151 -2.02491
O -2.28053 0.43390 -1.85929
H -5.54374 -3.47313 0.47829
H -3.94901 -2.76635 0.13192
H -5.16058 -2.85968 -1.14577
H -5.09043 -5.29618 -1.17476
H -4.00178 -5.35799 0.21281
H -1.32882 -5.35925 -1.99100
H -2.10450 -6.22446 -0.66102
H -0.62647 -4.90784 0.57798
H -2.00458 -3.82358 0.52948
H -1.00943 -2.62371 -1.42370
H 0.39255 -3.71566 -1.34184
H 1.10568 -2.86179 0.75822
H -0.44862 -2.10257 1.07753
H 0.71456 -1.01181 -1.41178
H 1.92382 -0.96198 -0.14651
H -0.94409 0.27505 1.36641
H 1.18461 1.30879 1.14295
H -1.17966 2.46805 -0.49075
H 0.34053 2.29703 -1.37933
H -0.77684 1.02779 -3.02975
C 2.27672 0.19048 4.20763
C 3.66147 -0.35963 4.52627
C 4.54137 -0.49708 3.27839
C 3.97119 -1.43804 2.31582
N 3.47787 -2.14606 1.55926
H 1.73281 -0.47473 3.53498
H 1.68666 0.30026 5.11712
H 2.34284 1.16885 3.72829
H 3.57427 -1.33261 5.01309
H 4.17507 0.30126 5.22656
H 5.54373 -0.83712 3.54245
H 4.64683 0.47020 2.78295
C -0.68223 6.96190 -1.79239
C 0.59239 7.06194 -2.62037
C 1.13050 5.69060 -3.04387
C 1.50384 4.86975 -1.89257
N 1.77064 4.22771 -0.97900
H -0.50787 6.41499 -0.86464
H -1.05132 7.95303 -1.53087
H -1.46944 6.44599 -2.34548
H 1.36316 7.59147 -2.05784
H 0.40533 7.64134 -3.52587
H 2.00610 5.79809 -3.68559
H 0.37500 5.14891 -3.61720


Formula: C17H31Br9O10S2
Source: OMol25
Level of theory: ωB97M-V/def2-TZVPD

The calculation puts the lowest unoccupied orbital energy at -0.4 eV. Its HOMO energy is -0.371 Ha. The energy above the lowest of the compared OMol25 structures with the same formula, charge and spin is 27.2 kcal/mol. The calculation puts the HOMO-LUMO gap at 0.355 Ha.

Element x y z (Å)
O 6.73659 -2.48225 0.39730
C 6.68878 -1.53554 1.12033
O 5.55059 -0.79278 1.28706
C 5.72008 0.19730 2.28842
C 7.19366 0.26227 2.61218
C 7.72681 -1.07176 2.09730
H 5.07518 -0.01937 3.14389
H 5.39566 1.17554 1.93314
H 7.38840 0.33408 3.67961
H 7.69820 1.10844 2.14744
H 7.86822 -1.78958 2.90925
H 8.73328 -0.97632 1.69525
O 1.20182 -3.22365 -0.32707
C 2.23318 -3.29616 -0.92766
O 2.75347 -2.21152 -1.56380
C 4.08048 -2.42605 -2.04772
C 4.18100 -3.94466 -2.07493
C 3.08640 -4.53451 -1.18282
H 4.94146 -1.97936 -1.54422
H 4.16491 -1.95826 -3.03216
H 5.20755 -4.25927 -1.85855
H 4.14432 -4.34990 -3.09087
H 3.47352 -5.16425 -0.39080
H 2.39358 -5.10040 -1.80963
O 9.06864 -3.16380 6.79588
S 7.63510 -3.29060 6.80681
O 6.96079 -3.67410 8.01582
O 7.05758 -1.85997 6.22290
C 5.74552 -1.44136 6.56763
C 4.63559 -2.38544 6.07209
C 7.28870 -4.35408 5.38617
H 5.67518 -0.42225 6.18158
H 5.63623 -1.31177 7.64867
H 3.65272 -2.06094 6.39804
H 4.95623 -3.35409 6.44726
H 4.65181 -2.45644 4.98240
H 7.87483 -5.26898 5.44754
H 7.52374 -3.74145 4.52107
H 6.26099 -4.71052 5.34310
O 6.13614 9.34000 -1.54890
S 6.17059 8.38948 -2.63320
O 7.03783 8.52589 -3.79332
O 6.42249 6.91861 -1.99800
C 7.18885 5.96232 -2.77379
C 7.24123 4.64399 -2.00846
C 4.51883 8.12874 -3.38802
H 8.17693 6.41861 -2.71970
H 6.83890 5.84859 -3.79754
H 6.35118 4.20355 -1.57272
H 8.00427 4.73109 -1.23077
H 7.72597 3.94974 -2.70158
H 3.89834 7.66571 -2.62355
H 4.60060 7.36221 -4.16490
H 4.10770 8.94062 -3.98225
C 9.83446 0.05056 6.25465
Br 8.33405 1.32258 6.16398
Br 10.93444 0.43988 7.80282
Br 10.98344 0.27410 4.65526
H 9.32124 -0.90056 6.31665
C 9.56558 -5.94449 0.24164
Br 7.71606 -5.29754 0.16191
Br 10.70320 -4.99051 -1.07181
Br 9.75070 -7.83308 0.11020
H 10.05116 -5.62672 1.15398
C 8.80252 -0.60268 -3.58544
Br 9.63481 -2.28236 -2.98401
Br 9.22076 0.84826 -2.37049
Br 6.89046 -0.75928 -3.77887
H 9.14237 -0.46821 -4.60319


Formula: C9H36N18O9
Source: OMol25
Level of theory: ωB97M-V/def2-TZVPD

The calculation puts the lowest unoccupied orbital energy at -0.1 eV. Its HOMO energy is -0.351 Ha. Its structure (SMILES) is NC(N)=O.NC(N)=O.NC(N)=O.NC(N)=O.NC(N)=O.NC(N)=O.NC(N)=O.NC(N)=O.NC(N)=O. The energy above the lowest of the compared OMol25 structures with the same formula, charge and spin is 159.3 kcal/mol. The calculation puts the HOMO-LUMO gap at 0.346 Ha.

Element x y z (Å)
N -5.76270 -3.27378 2.63535
C -5.82313 -2.75645 3.81989
N -7.00180 -2.32719 4.09446
O -4.82774 -2.56567 4.48030
H -6.62847 -3.41601 2.13502
H -4.86425 -3.47625 2.22076
H -7.15885 -2.23242 5.08766
H -7.72955 -2.34365 3.39431
N 0.39273 3.74115 -2.21180
C 1.36557 4.36372 -1.61675
N 1.99231 3.53487 -0.81158
O 1.74758 5.51842 -1.71394
H -0.01195 4.26654 -2.97357
H 0.25113 2.74521 -2.12153
H 2.79460 3.95123 -0.36096
H 1.80718 2.56381 -0.60452
N 5.47329 -1.64939 2.61208
C 5.97311 -2.75497 2.90986
N 5.43197 -3.23756 4.00513
O 6.76070 -3.36405 2.26743
H 5.63747 -1.24469 1.70139
H 4.86685 -1.12596 3.22717
H 4.67227 -2.75992 4.46862
H 5.85842 -4.01636 4.48649
N 8.81741 -2.62037 -2.40507
C 7.70058 -2.19588 -2.99601
N 7.94397 -1.87489 -4.21438
O 6.62739 -2.21034 -2.48104
H 8.64061 -3.12455 -1.54795
H 9.72574 -2.65100 -2.84563
H 7.15404 -1.63241 -4.79516
H 8.89888 -1.98267 -4.52527
N -1.00290 -0.80584 0.34328
C -0.12487 -1.01945 -0.52544
N 0.86800 -1.65484 0.00583
O -0.19322 -0.65499 -1.65423
H -1.75687 -0.17265 0.11813
H -0.91574 -1.54792 1.02285
H 1.67545 -2.00321 -0.49091
H 0.86723 -1.89357 0.98722
N 1.79864 -1.24725 -5.73632
C 2.92670 -0.55156 -5.66757
N 3.06270 0.22446 -4.60174
O 3.79021 -0.67847 -6.49885
H 1.80561 -2.00632 -6.40255
H 1.17253 -1.09406 -4.95875
H 2.44709 0.13340 -3.80623
H 3.99518 0.54988 -4.39033
N -4.30614 0.72536 -3.70886
C -4.91008 1.47476 -2.83954
N -6.12090 1.76051 -3.27830
O -4.55330 1.78603 -1.77748
H -4.63635 0.55833 -4.64863
H -3.42326 0.32180 -3.43001
H -6.55789 1.48680 -4.14676
H -6.73995 2.04674 -2.53334
N -9.03007 2.00520 2.90808
C -8.32448 1.66686 1.85777
N -7.05382 1.80379 2.17748
O -8.71561 1.41232 0.71945
H -9.98423 1.73558 3.10037
H -8.50228 2.26536 3.72897
H -6.31847 1.81035 1.48515
H -6.79547 2.14313 3.09302
N 0.89989 1.98551 3.93919
C 2.08461 2.00088 4.45033
N 2.62329 3.22093 4.43533
O 2.64979 1.06569 4.88096
H 0.47599 2.87421 3.71420
H 0.44509 1.08436 3.97360
H 2.06793 4.00000 4.11171
H 3.58442 3.33911 4.72232


Formula: C3H5N2O3
Source: OMol25
Level of theory: ωB97M-V/def2-TZVPD

The total charge is -1. The calculation puts the lowest unoccupied orbital energy at 4.1 eV. Its HOMO energy is -0.179 Ha. Its structure (SMILES) is NCC(=O)NC(=O)[O-]. The energy above the lowest of the compared OMol25 structures with the same formula, charge and spin is 4.8 kcal/mol. The calculation puts the HOMO-LUMO gap at 0.328 Ha.

Element x y z (Å)
N -1.54232 -1.36661 0.85070
C -1.58473 0.08946 0.72197
C -0.28502 0.84664 0.79632
O -0.23280 1.77930 1.60922
N 0.75996 0.57184 0.01735
C 0.97353 -0.35044 -1.13801
O 0.23718 -1.34776 -1.21441
O 1.88130 0.07512 -1.87589
H -0.73862 -1.60316 1.40737
H -1.37821 -1.77705 -0.05545
H -2.14745 0.46990 1.55505
H -2.06000 0.36564 -0.23225
H 1.55972 1.15164 0.20303


Formula: C4H5NO2
Source: OMol25
Level of theory: ωB97M-V/def2-TZVPD

The calculation puts the lowest unoccupied orbital energy at 0.3 eV. Its HOMO energy is -0.403 Ha. Its structure (SMILES) is N#CC#CCO.O. The energy above the lowest of the compared OMol25 structures with the same formula, charge and spin is 74.7 kcal/mol. The calculation puts the HOMO-LUMO gap at 0.414 Ha.

Element x y z (Å)
N 1.56490 -0.37057 3.96488
C 1.55783 0.14391 2.89865
C 1.30518 0.67156 1.62798
C 0.86133 1.11474 0.61759
C 0.27992 1.27446 -0.74352
O -0.57984 0.16616 -0.93692
H -0.45285 2.08105 -0.69155
H 0.99041 1.46607 -1.51850
H 0.01314 -0.61310 -1.01497
O -1.70231 -2.13790 -1.68413
H -1.63740 -1.19408 -1.49331
H -2.20031 -2.60230 -1.02621